13
Properties=species:S:1:pos:R:3:forces:R:3:lowdin_charge:R:1 method="wB97M-V/def2-TZVPD" homo_lumo_gap_ha="0.297 / 0.244" homo_energy_ev="-9.79 / -8.55" max_force_ha_per_bohr=0.067 relative_energy_kcal_mol=146.7
C 0.7299 -0.3761 -0.4580 0.582 -0.284 -2.271 -0.03
C -0.1057 0.1321 0.4184 -1.153 -0.426 1.855 -0.10
C 1.8554 -1.2029 0.0270 1.413 0.093 1.005 -0.22
C -1.2243 0.8701 0.0225 -2.692 -0.230 -2.100 -0.14
O 2.1264 -1.2259 1.2239 -0.415 -0.254 -1.408 0.03
O -2.1714 1.3575 0.8163 0.404 -1.352 0.762 0.07
O -2.1933 -1.1217 -0.7247 0.641 1.322 0.075 -0.15
F -2.6392 -1.5879 0.5204 -0.171 -0.040 0.456 -0.20
H 0.4679 -0.1848 -1.5352 0.936 -0.376 1.033 0.14
H -0.1248 -0.2318 1.4390 0.530 0.314 0.234 0.14
H 2.5699 -1.7089 -0.6886 -0.945 0.313 0.306 0.13
H -1.3484 1.2054 -1.0425 0.341 -0.001 1.307 0.16
H -2.3329 0.7665 1.6175 0.528 0.922 -1.254 0.17

11
Properties=species:S:1:pos:R:3:forces:R:3:lowdin_charge:R:1 method="wB97M-V/def2-TZVPD" smiles="F/C=C/CC=S" homo_lumo_gap_ha="0.313 / 0.313" homo_energy_ev="-8.84 / -8.84" max_force_ha_per_bohr=0.071 relative_energy_kcal_mol=33.0
C 1.0067 -0.4583 -0.0792 -0.997 2.039 1.115 -0.05
C 1.4751 0.7465 0.3106 -0.360 -3.543 -0.836 -0.16
C -0.5235 -0.6201 0.2229 2.137 -1.812 -0.930 -0.30
C -1.4317 0.2074 -0.5244 -2.753 1.417 -0.207 -0.69
F 2.7861 0.9573 0.3831 0.068 1.020 -0.103 0.03
S -2.9839 0.5128 -0.0865 0.942 -0.199 -0.064 0.66
H 1.5972 -1.2758 -0.4935 -0.113 0.293 0.341 0.11
H -0.7041 -1.6356 -0.1814 -0.394 0.108 0.630 0.13
H -0.7920 -0.5600 1.2744 0.235 -0.379 0.081 0.11
H -1.1608 0.6763 -1.4487 0.693 -0.056 -0.529 0.05
H 0.7309 1.4494 0.6226 0.543 1.112 0.502 0.12

11
Properties=species:S:1:pos:R:3:forces:R:3:lowdin_charge:R:1 method="wB97M-V/def2-TZVPD" smiles="F[C@H]1C=CSC1" homo_lumo_gap_ha=0.342 homo_energy_ev=-8.40 max_force_ha_per_bohr=0.059 relative_energy_kcal_mol=7.1
C -0.2541 -0.4598 0.9636 -1.022 1.591 -0.279 -0.44
C 0.6759 0.7232 0.6792 0.373 -0.128 -1.593 -0.32
C -0.3929 -0.4479 -1.3551 -0.478 -0.745 -0.545 -0.45
C -1.0300 -0.8363 -0.2273 0.345 -0.781 -2.899 -0.13
H 0.3941 -1.2305 1.2528 0.695 -1.591 0.730 0.13
H 1.5930 0.5328 1.2321 0.048 0.597 -0.099 0.08
H 0.3047 1.7511 0.7426 -0.268 -0.503 0.709 0.08
H -0.5530 -0.7957 -2.4102 -0.293 0.433 1.269 0.08
H -1.8361 -1.6070 -0.3075 0.767 0.923 0.597 0.13
F -1.1209 -0.1816 1.9847 -0.301 0.260 1.214 0.00
S 1.0120 0.5693 -1.1709 0.133 -0.054 0.895 0.85

12
Properties=species:S:1:pos:R:3:forces:R:3:lowdin_charge:R:1 method="wB97M-V/def2-TZVPD" homo_lumo_gap_ha=0.300 homo_energy_ev=-8.51 max_force_ha_per_bohr=0.069 relative_energy_kcal_mol=63.4
C 0.6782 -0.8365 0.7999 0.325 2.280 0.414 -1.21
C 0.7440 0.0642 -0.4174 1.316 0.945 -1.662 -0.31
C -0.2508 1.2159 -0.4776 -3.125 0.879 1.142 -0.15
C -0.5270 -0.0464 -1.2560 -1.089 -0.175 -2.575 -0.22
H -0.4086 -1.5173 2.9359 0.033 1.340 -2.176 -0.03
H 1.8314 0.3756 -0.8898 -2.932 -1.502 1.382 0.19
H -1.0805 1.5470 0.2322 1.696 -1.094 0.051 0.12
H -0.0750 2.1810 -1.0156 0.457 -1.477 -0.220 0.12
H -0.7887 0.2110 -2.3700 1.293 -1.373 2.057 0.17
F -1.3806 -1.1957 -0.8494 1.267 2.910 -0.786 -0.13
S -0.7302 -0.7111 1.7550 -1.944 -1.266 2.141 0.76
S 1.9878 -1.2877 1.5527 2.705 -1.467 0.231 0.68

13
Properties=species:S:1:pos:R:3:forces:R:3:lowdin_charge:R:1 method="wB97M-V/def2-TZVPD" smiles="C[C@H](F)C(=S)C(=S)S" homo_lumo_gap_ha=0.245 homo_energy_ev=-8.63 max_force_ha_per_bohr=0.107 relative_energy_kcal_mol=80.1
C -0.1737 0.7489 -2.9471 -1.209 -4.329 -0.236 -0.03
C -0.2999 0.7226 -1.4118 -3.549 3.699 -1.979 -0.48
C -0.0994 -0.4532 -0.5536 -1.303 -2.188 1.460 -0.79
C -0.3702 -0.0163 0.8643 1.244 1.348 1.221 -1.23
H -0.7833 -0.1609 -3.4602 1.453 2.162 1.188 0.14
H 0.8759 0.5463 -3.0358 0.677 -0.535 -0.633 0.06
H -0.3189 1.6364 -3.5255 -0.711 0.847 0.487 0.06
H -1.2385 1.4290 -1.0030 1.394 -2.839 -1.094 0.17
H 2.0909 -0.3177 0.6064 -2.344 -0.576 3.083 0.06
F 0.6694 1.5960 -1.0465 2.483 1.262 1.141 -0.03
S 0.3390 -2.0484 -0.6614 -0.745 1.801 -1.453 0.76
S 1.0130 -0.4798 1.8499 2.488 0.665 -2.189 0.65
S -1.4140 1.0589 1.5693 0.121 -1.317 -0.997 0.67

16
Properties=species:S:1:pos:R:3:forces:R:3:lowdin_charge:R:1 method="wB97M-V/def2-TZVPD" homo_lumo_gap_ha="0.118 / 0.104" multiplicity=5 homo_energy_ev="-11.74 / -11.74" max_force_ha_per_bohr=0.112 relative_energy_kcal_mol=89.0 charge=+1
C 0.5594 1.0734 -0.7344 -0.025 0.996 0.253 -0.19
C 0.9300 -0.3894 -0.5964 0.316 -0.414 -0.701 -0.06
O 0.1166 -0.8717 0.5198 -1.189 -1.836 0.138 0.01
O -0.7287 1.2533 -0.1709 0.631 -3.446 1.263 -0.14
H 0.5575 1.3334 -1.8009 0.112 0.131 0.336 0.14
H 1.2859 1.6898 -0.1843 -0.151 -0.020 -0.348 0.14
H 1.9774 -0.5407 -0.3212 -0.262 -0.097 -0.260 0.15
H 0.6237 -0.9514 -1.4861 0.260 -0.051 0.309 0.15
H -0.7382 0.0478 0.5530 -0.131 2.579 -1.601 0.27
C 0.0730 -2.2572 0.8018 4.505 3.579 -0.217 -0.61
O 1.0523 -2.9199 0.5053 -1.261 -1.006 -0.284 0.14
O -0.6870 -2.4974 1.7763 -2.802 -0.679 1.560 -0.04
Fe -0.1047 -3.9569 2.6763 0.374 0.012 -0.577 1.45
O -0.8022 3.4932 -1.1052 0.452 -2.008 0.501 0.09
O -2.6052 2.7488 0.0389 1.578 -1.405 -0.206 0.09
C -1.5096 2.7450 -0.4717 -2.407 3.665 -0.167 -0.59

13
Properties=species:S:1:pos:R:3:forces:R:3:lowdin_charge:R:1 method="wB97M-V/def2-TZVPD" homo_lumo_gap_ha="0.299 / 0.228" multiplicity=9 homo_energy_ev="-11.77 / -13.62" max_force_ha_per_bohr=0.080 charge=+1
O -0.8682 0.9067 -0.6906 0.712 0.248 0.672 0.02
C 0.2536 0.7113 -0.0244 -0.157 2.085 -2.213 -0.46
O 1.0031 1.7026 0.1071 -0.309 -1.616 0.011 -0.08
Gd 3.0687 0.7431 1.0131 -0.787 0.139 1.234 1.72
O 1.0978 -0.3363 1.7050 0.893 -0.751 -0.786 -0.34
C 0.7728 -0.6658 0.3749 0.444 2.603 3.183 -0.46
H 0.0195 -1.4666 0.3019 0.620 -0.370 -0.341 0.17
C -2.0795 0.2627 -0.2925 -0.710 -0.699 0.169 -0.01
H -2.3294 -0.5514 -0.9845 0.121 0.240 0.152 0.11
H -2.0002 -0.1200 0.7327 -0.063 0.103 -0.250 0.11
H -2.8537 1.0334 -0.3351 0.169 -0.227 0.031 0.11
C 2.0208 -0.8204 -0.4906 -1.725 -2.095 -1.969 0.04
H 1.8946 -1.3993 -1.4170 0.791 0.339 0.106 0.08

14
Properties=species:S:1:pos:R:3:forces:R:3:lowdin_charge:R:1 method="wB97M-V/def2-TZVPD" homo_lumo_gap_ha="0.304 / 0.280" multiplicity=2 homo_energy_ev="-18.09 / -18.95" max_force_ha_per_bohr=0.083 relative_energy_kcal_mol=48.9 charge=+2
C 1.0486 0.3669 2.3288 0.819 1.599 -1.853 -0.07
O 1.5182 -0.6391 2.9466 0.821 -1.197 -0.103 0.18
H 0.9008 1.2964 2.8930 -0.758 -0.177 0.068 0.17
H 2.4231 -0.5077 3.2776 -0.041 -0.144 1.019 0.19
C 0.9937 0.3460 0.9139 -0.049 0.474 1.615 -0.03
C 0.3111 1.4178 0.3275 0.891 -0.140 -1.989 -0.01
H 1.9262 0.0176 0.4482 -0.508 -1.167 -0.421 0.17
H 0.7769 -0.8955 -0.6608 -0.821 0.678 -3.423 0.25
H 0.3838 2.4230 0.7562 -1.185 -0.070 0.224 0.19
O -0.1801 1.3966 -0.8756 0.291 0.099 -0.565 0.10
C -0.3513 0.1937 -1.8926 -1.988 -0.881 3.645 -0.42
O 0.4329 -0.7843 -1.7362 2.148 -0.306 2.939 0.21
O -1.4576 0.1562 -2.3509 2.080 1.417 -1.568 -0.07
Hg -3.4087 -0.1001 -1.4470 -1.700 -0.184 0.410 1.14